[1]
Formula: C19H61N15O10
Source: the OMol25 dataset
Level of theory: ωB97M-V with the def2-TZVPD basis set

Geometry as XYZ:
```
105
Properties=species:S:1:pos:R:3
C -5.130 0.232 2.298
O -4.957 -0.709 1.184
H -4.995 -0.137 3.315
H -4.305 0.944 2.286
H -5.972 0.909 2.446
H -5.328 -0.188 0.469
C 2.167 2.496 0.981
O 2.514 1.355 1.030
N 0.939 2.850 1.161
N 2.910 3.515 0.554
H 0.265 2.113 1.013
H 0.642 3.811 1.062
H 2.464 4.414 0.667
H 3.895 3.324 0.670
C -0.833 -0.269 0.744
O -1.030 0.778 1.253
N -1.609 -1.340 0.855
N 0.338 -0.651 0.238
H -2.401 -1.236 1.473
H -1.229 -2.184 0.450
H 0.419 -1.584 -0.141
H 1.064 0.041 0.356
C -2.658 4.816 2.959
O -2.177 5.411 3.921
N -3.578 5.336 2.197
N -2.349 3.572 2.554
H -3.887 6.262 2.457
H -3.637 4.962 1.261
H -1.712 2.956 3.039
H -2.881 3.369 1.720
C -3.139 -3.569 -1.650
O -2.570 -2.655 -2.136
N -3.306 -3.719 -0.392
N -3.552 -4.674 -2.170
H -3.004 -2.881 0.084
H -3.301 -4.574 0.145
H -3.534 -4.756 -3.176
H -3.871 -5.402 -1.545
C 0.985 -3.120 -2.435
O 1.141 -3.064 -1.193
N 1.848 -3.487 -3.294
N -0.029 -2.718 -3.065
H 1.594 -3.538 -4.270
H 2.595 -4.103 -3.006
H -0.058 -2.716 -4.074
H -0.952 -2.611 -2.669
C 4.506 -1.934 0.795
O 4.602 -3.100 1.073
N 5.514 -1.141 0.768
N 3.470 -1.459 0.181
H 5.380 -0.187 0.462
H 6.409 -1.404 1.155
H 2.762 -2.170 0.065
H 3.229 -0.496 0.370
C 4.877 3.103 -2.232
C 4.965 1.715 -1.484
C 5.177 0.574 -2.500
O 4.102 0.522 -3.459
C 2.983 -0.192 -3.040
N 6.049 1.742 -0.506
H 4.245 3.102 -3.120
H 5.784 3.494 -2.693
H 4.484 3.880 -1.575
H 3.999 1.580 -0.997
H 5.283 -0.365 -1.957
H 6.041 0.733 -3.145
H 3.070 -1.200 -2.634
H 2.424 -0.185 -3.975
H 2.439 0.367 -2.279
H 6.887 1.368 -0.926
H 6.290 2.711 -0.350
C -2.795 2.490 -0.897
C -2.256 2.889 -2.256
C -0.851 2.283 -2.725
O 0.185 2.732 -1.752
C 0.521 4.163 -1.935
N -3.291 2.609 -3.222
H -3.740 2.975 -0.652
H -1.971 2.671 -0.207
H -2.979 1.416 -0.876
H -2.197 3.975 -2.178
H -0.677 2.726 -3.706
H -0.829 1.198 -2.823
H -0.159 4.633 -1.225
H 0.341 4.636 -2.901
H 1.585 4.329 -1.767
H -3.001 2.976 -4.117
H -3.300 1.639 -3.502
C -2.367 -1.978 4.914
C -2.422 -3.096 3.838
C -1.054 -3.780 3.511
O -1.034 -4.441 2.321
C 0.255 -4.423 1.696
N -3.414 -4.091 4.142
H -1.800 -2.371 5.758
H -3.305 -1.653 5.364
H -1.905 -1.082 4.502
H -2.875 -2.763 2.905
H -0.992 -4.562 4.268
H -0.268 -3.026 3.546
H 0.857 -5.076 2.328
H 0.663 -3.415 1.617
H 0.300 -5.005 0.775
H -3.712 -4.621 3.335
H -4.281 -3.597 4.299
```

Results
HOMO-LUMO gap (spin up / spin down) (eV): 1.5 / 8.8
Total charge: -1
Multiplicity: 2
DFT total energy (eV): -63517.8203

Results of the Mulliken charge analysis, in e, for atoms 1 through 99: atom 1 (C): -0.6830, atom 2 (O): -0.2929, atom 3 (H): 0.2822, atom 4 (H): 0.0331, atom 5 (H): 0.4758, atom 6 (H): 0.2186, atom 7 (C): 0.2613, atom 8 (O): -0.7626, atom 9 (N): 0.0632, atom 10 (N): -0.2399, atom 11 (H): -0.2163, atom 12 (H): 0.2318, atom 13 (H): 0.2135, atom 14 (H): 0.3037, atom 15 (C): 0.4215, atom 16 (O): -0.8729, atom 17 (N): 0.3964, atom 18 (N): 0.9884, atom 19 (H): -0.4020, atom 20 (H): 0.0115, atom 21 (H): -0.2264, atom 22 (H): -0.3614, atom 23 (C): 0.5325, atom 24 (O): -0.6862, atom 25 (N): -0.3334, atom 26 (N): 0.0398, atom 27 (H): 0.2364, atom 28 (H): 0.1980, atom 29 (H): 0.0847, atom 30 (H): -0.0872, atom 31 (C): -1.6585, atom 32 (O): 0.4111, atom 33 (N): 0.3507, atom 34 (N): -0.5009, atom 35 (H): -0.0719, atom 36 (H): 0.2050, atom 37 (H): 0.5882, atom 38 (H): 0.4144, atom 39 (C): -3.4077, atom 40 (O): 0.6229, atom 41 (N): 0.2674, atom 42 (N): 1.3640, atom 43 (H): 0.3547, atom 44 (H): 0.2989, atom 45 (H): 0.3444, atom 46 (H): -0.4640, atom 47 (C): 0.3621, atom 48 (O): -0.7582, atom 49 (N): -0.2320, atom 50 (N): 0.2613, atom 51 (H): 0.1366, atom 52 (H): 0.2143, atom 53 (H): -0.0191, atom 54 (H): 0.0819, atom 55 (C): -1.7458, atom 56 (C): 2.2151, atom 57 (C): -1.0494, atom 58 (O): -0.3425, atom 59 (C): -0.3407, atom 60 (N): -0.6775, atom 61 (H): 0.3694, atom 62 (H): 0.4248, atom 63 (H): 0.3412, atom 64 (H): -1.1301, atom 65 (H): 0.3440, atom 66 (H): 0.4509, atom 67 (H): 0.2929, atom 68 (H): 0.3390, atom 69 (H): -0.0133, atom 70 (H): 0.2455, atom 71 (H): 0.3327, atom 72 (C): -0.3677, atom 73 (C): 0.4863, atom 74 (C): -1.3612, atom 75 (O): 0.5049, atom 76 (C): -1.1164, atom 77 (N): -0.7810, atom 78 (H): 0.4622, atom 79 (H): -0.3261, atom 80 (H): 0.0677, atom 81 (H): 0.1396, atom 82 (H): 0.4035, atom 83 (H): 0.2976, atom 84 (H): 0.3506, atom 85 (H): 0.4486, atom 86 (H): -0.0272, atom 87 (H): 0.3474, atom 88 (H): 0.3166, atom 89 (C): -1.5812, atom 90 (C): 1.3925, atom 91 (C): -0.9389, atom 92 (O): -0.2554, atom 93 (C): -0.7345, atom 94 (N): -0.8820, atom 95 (H): 0.3770, atom 96 (H): 0.4428, atom 97 (H): 0.2202, atom 98 (H): -0.2467, atom 99 (H): 0.4188

[2]
Formula: C19H17NO4S
Source: the OMol25 dataset
Level of theory: ωB97M-V with the def2-TZVPD basis set

Geometry as XYZ:
```
42
Properties=species:S:1:pos:R:3
C 0.257 -1.465 -4.483
C 0.769 -0.624 -3.354
C 0.814 -1.149 -2.069
C 1.290 -0.374 -1.024
C 1.714 0.928 -1.240
C 1.658 1.468 -2.516
C 1.189 0.682 -3.560
H 1.152 1.099 -4.557
C 2.129 2.868 -2.766
H 3.189 2.863 -3.022
H 1.999 3.483 -1.879
H 1.586 3.319 -3.593
H 2.078 1.520 -0.415
N 1.335 -0.926 0.285
C 0.858 -0.265 1.401
O 0.454 0.869 1.423
C 0.895 -1.244 2.548
C 1.801 -2.363 2.071
C 1.884 -2.168 0.570
O 2.363 -2.913 -0.239
H 1.419 -3.357 2.305
H 2.804 -2.281 2.493
H 1.161 -0.782 3.497
S -0.819 -1.932 2.730
C -1.902 -0.644 2.169
C -2.721 -0.974 1.097
C -3.604 -0.050 0.574
C -3.669 1.224 1.117
C -2.871 1.555 2.193
C -1.989 0.627 2.747
C -1.198 1.004 3.937
O -0.439 0.283 4.539
O -1.428 2.261 4.343
H -0.883 2.452 5.123
H -2.920 2.541 2.626
H -4.342 1.958 0.701
H -4.228 -0.318 -0.265
H -2.645 -1.965 0.674
H 0.490 -2.161 -1.885
H -0.806 -1.664 -4.353
H 0.775 -2.422 -4.506
H 0.400 -0.965 -5.438
```

Results
HOMO-LUMO gap (eV): 8.9
DFT total energy (eV): -40496.0790
Relative energy (zero: lowest compared OMol25 entry of this formula, charge and spin) (kJ/mol): 1.2

Atom-resolved charges from Mulliken, all expressed in e: atom 1 (C): -1.5508, atom 2 (C): 0.7671, atom 3 (C): -0.4552, atom 4 (C): 0.2245, atom 5 (C): -0.6585, atom 6 (C): 0.6296, atom 7 (C): -0.7984, atom 8 (H): 0.3652, atom 9 (C): -1.6053, atom 10 (H): 0.3179, atom 11 (H): 0.3697, atom 12 (H): 0.3781, atom 13 (H): 0.4481, atom 14 (N): 0.4414, atom 15 (C): -0.1940, atom 16 (O): -0.5935, atom 17 (C): 0.2612, atom 18 (C): -0.9507, atom 19 (C): 0.5007, atom 20 (O): -0.5928, atom 21 (H): 0.3648, atom 22 (H): 0.3246, atom 23 (H): 0.6918, atom 24 (S): -0.2981, atom 25 (C): 0.5254, atom 26 (C): -0.5714, atom 27 (C): -0.5454, atom 28 (C): -0.6758, atom 29 (C): -0.5390, atom 30 (C): 0.1499, atom 31 (C): 0.7383, atom 32 (O): -0.6018, atom 33 (O): -0.4747, atom 34 (H): 0.3521, atom 35 (H): 0.4980, atom 36 (H): 0.4098, atom 37 (H): 0.3940, atom 38 (H): 0.4568, atom 39 (H): 0.4509, atom 40 (H): 0.3318, atom 41 (H): 0.3461, atom 42 (H): 0.3678